1.
# C2H3N

The ion C2H3N with charge -1 in a non-equilibrium geometry (ωB97M-V with the def2-TZVPD basis set, OMol25).

Geometry as XYZ:
```
6
Properties=species:S:1:pos:R:3:forces:R:3:mulliken_charge:R:1
C -14.700 5.104 5.511 -0.9 0.6 1.5 -3.148
C -16.189 5.326 5.635 -1.5 -0.1 -0.9 -0.263
N -17.349 5.495 5.698 2.7 -0.4 0.0 0.053
H -14.182 6.032 5.273 -0.1 0.2 -0.4 0.773
H -14.297 4.251 4.965 -0.6 -0.1 -0.4 1.014
H -14.428 4.949 6.555 0.4 -0.3 0.3 0.570
```
Positions in Å, forces in eV/Å.

Results
Largest force on an atom (eV/Å): 2.767
Multiplicity: 2
Net charge: -1
E (Eh): -132.7004
Energy relative to the best compared isomer or geometry (same formula, charge and spin) (kcal per mole): 4.4
Molar mass (g/mol): 41.05
LUMO (alpha / beta) (eV): 5.11 / 5.05
Expectation value of S²: 0.750
HOMO (alpha / beta) (eV): 1.2 / -7.4

2.
# C28H58HgO14

A structure of composition C28H58HgO14 in a non-equilibrium geometry (ωB97M-V with the def2-TZVPD basis set, OMol25).

Geometry as XYZ:
```
101
Properties=species:S:1:pos:R:3:forces:R:3:mulliken_charge:R:1
Hg -0.199 -0.860 -0.330 -0.6 -0.6 0.3 5.413
C -0.650 1.258 3.864 -1.5 2.3 -0.7 -1.083
C 0.311 0.474 3.066 -0.2 -3.0 -1.1 -0.316
O 0.099 0.318 1.671 0.1 1.4 0.5 -0.903
H -1.678 1.014 3.594 -0.2 -0.5 0.2 0.026
H -0.614 2.303 3.555 0.2 0.5 0.1 0.064
H -0.530 1.245 4.948 0.2 -0.3 0.0 0.394
H 0.138 -0.508 3.506 0.5 -0.9 0.3 -0.082
H 1.315 0.735 3.403 0.6 0.3 -0.5 0.312
C -1.474 -0.675 -3.919 0.3 -0.3 0.3 -0.806
C -0.717 -1.935 -3.433 0.2 -0.6 0.2 -0.551
O -0.635 -2.316 -2.091 -0.3 1.3 0.9 -0.748
H -1.016 0.215 -3.487 -0.4 0.1 0.3 0.007
H -2.547 -0.746 -3.744 0.0 0.2 0.6 0.050
H -1.420 -0.544 -4.999 0.4 -0.3 -0.2 0.541
H 0.299 -1.895 -3.826 0.5 0.4 -0.5 0.063
H -1.156 -2.800 -3.931 -0.3 -0.2 -0.5 0.425
O 2.314 4.977 -0.927 1.1 0.1 1.4 -0.497
C 1.492 5.705 -0.432 -2.0 -1.3 -2.0 0.714
O 1.233 5.991 0.837 0.2 -0.4 0.1 -0.349
C 2.023 5.424 1.871 2.2 -0.3 1.1 -0.425
C 1.570 4.152 2.569 -1.9 1.0 -0.1 -0.811
C 0.393 6.190 -1.374 0.5 0.9 0.4 -0.871
H 2.152 6.238 2.585 -0.3 -0.1 0.2 0.367
H 3.046 5.155 1.610 0.1 0.6 -1.1 0.275
H 2.264 3.903 3.372 0.1 -0.1 -0.3 0.420
H 1.359 3.321 1.897 0.4 -0.1 0.0 0.099
H 0.624 4.424 3.037 -0.2 -0.5 0.3 0.295
H 0.676 7.196 -1.684 -0.1 0.2 -0.2 0.340
H -0.586 6.271 -0.902 0.1 -0.2 -0.1 0.296
H 0.423 5.556 -2.260 -0.2 0.1 0.3 0.198
O 2.027 -1.281 -0.828 2.7 -0.4 1.1 -0.057
C 2.997 -2.018 -0.988 -2.9 1.1 -0.5 0.299
O 3.799 -2.513 -0.071 0.8 -1.3 -0.8 -0.381
C 3.822 -2.029 1.246 -1.7 0.5 0.7 0.211
C 4.811 -0.935 1.303 0.4 0.9 0.4 -0.926
C 3.150 -2.583 -2.338 0.3 -0.9 -0.5 -1.106
H 4.000 -2.828 1.966 0.3 -0.3 -0.4 0.413
H 2.818 -1.669 1.473 -0.1 0.3 0.1 -0.188
H 4.588 -0.314 2.170 0.4 0.0 0.2 0.360
H 4.658 -0.293 0.435 0.2 0.0 0.0 -0.064
H 5.833 -1.314 1.321 0.0 0.2 0.0 0.374
H 3.262 -3.651 -2.155 0.5 -0.2 -0.6 0.456
H 3.976 -2.159 -2.908 0.2 -0.2 0.2 0.319
H 2.222 -2.436 -2.890 0.1 0.1 0.2 -0.051
O 0.306 -2.813 1.030 0.4 0.3 -1.0 -0.769
C 0.408 -3.797 1.688 0.0 -0.6 1.6 0.443
O 1.015 -4.935 1.377 0.7 -0.3 -0.6 -0.426
C 1.807 -5.151 0.179 0.1 -0.5 0.0 0.497
C 1.545 -6.555 -0.278 -0.2 -0.6 -0.8 -1.545
C -0.165 -3.860 3.082 -0.6 -0.3 0.1 -0.584
H 2.873 -5.106 0.403 -0.1 0.5 0.6 0.235
H 1.614 -4.478 -0.657 -0.5 0.4 0.4 -0.138
H 0.599 -6.608 -0.816 -0.1 -0.2 0.2 0.343
H 1.587 -7.331 0.486 -0.1 0.3 0.3 0.332
H 2.310 -6.831 -1.003 0.1 0.1 -0.1 0.423
H -1.182 -3.479 2.988 0.0 0.1 0.2 -0.081
H 0.378 -3.213 3.771 0.1 0.2 -0.2 0.216
H -0.204 -4.858 3.519 0.1 0.0 -0.2 0.324
O -2.570 -1.654 0.208 -1.6 -0.2 1.1 -0.456
C -3.521 -2.384 0.373 1.3 -1.0 -0.2 0.508
O -4.122 -2.695 1.562 -0.1 -0.5 -0.8 -0.379
C -3.738 -2.079 2.771 -0.1 2.7 0.3 0.317
C -4.438 -0.679 2.825 0.6 -0.3 0.3 -0.883
C -3.997 -3.325 -0.702 -0.4 -1.0 -0.6 -1.390
H -2.670 -1.862 2.814 0.2 -0.2 -0.3 -0.312
H -3.962 -2.685 3.648 -0.4 -0.4 -0.5 0.412
H -4.191 -0.116 3.725 0.1 -0.3 0.3 0.425
H -5.525 -0.706 2.751 0.1 -0.3 -0.1 0.295
H -4.014 -0.070 2.027 -0.2 -0.1 -0.3 -0.012
H -5.072 -3.477 -0.799 -0.1 0.6 0.1 0.375
H -3.688 -4.343 -0.467 0.3 0.0 0.6 0.377
H -3.538 -3.215 -1.684 0.0 0.9 0.2 0.230
O 0.765 0.913 -1.558 2.8 3.1 -1.7 -0.114
C 1.296 1.811 -2.236 -1.1 -1.2 0.8 -0.096
O 2.606 2.206 -2.291 -1.5 -0.9 0.9 -0.325
C 3.550 1.719 -1.319 0.9 -0.5 -0.3 0.560
C 4.779 2.592 -1.400 -0.6 0.7 0.8 -1.452
C 0.456 2.612 -3.218 0.8 -0.3 0.4 -1.009
H 3.928 0.727 -1.565 -0.7 -0.4 -0.4 -0.013
H 3.183 1.631 -0.297 -0.6 0.4 -0.2 0.114
H 5.119 2.732 -2.426 0.2 -0.2 0.2 0.322
H 5.511 2.142 -0.729 0.4 0.0 -0.4 0.397
H 4.546 3.565 -0.967 0.0 0.2 -0.2 0.273
H 0.770 3.655 -3.203 -0.1 -0.1 0.0 0.204
H -0.597 2.460 -2.981 0.2 0.1 -0.1 0.015
H 0.699 2.190 -4.193 -0.2 0.1 -0.2 0.354
O -1.840 0.695 -0.953 -3.3 2.0 -0.5 -0.318
C -2.575 1.672 -0.710 4.8 -1.5 1.9 0.246
O -3.786 1.898 -1.090 -1.0 0.0 -0.8 -0.386
C -4.632 0.797 -1.432 -1.8 0.3 0.3 0.901
C -6.034 1.410 -1.580 -0.4 0.1 -0.2 -1.611
C -2.021 2.789 0.174 -0.2 -0.2 -0.6 -0.978
H -4.670 0.152 -0.555 0.3 -0.3 -0.2 -0.219
H -4.363 0.228 -2.322 0.5 0.3 0.1 0.003
H -6.809 0.645 -1.635 0.2 -0.2 0.0 0.406
H -6.198 2.044 -2.451 0.5 -0.2 -0.3 0.375
H -6.322 2.069 -0.761 0.4 -0.2 0.4 0.368
H -1.023 2.603 0.569 0.0 -0.5 -0.4 -0.059
H -2.665 2.950 1.039 -0.3 0.3 -0.3 0.462
H -1.995 3.631 -0.517 -0.1 0.6 0.4 0.289
```
Positions in Å, forces in eV/Å.

Results
Largest force on an atom (eV/Å): 5.333
Net charge: 0
E (Eh): -2308.3143
Molar mass (g/mol): 819.35
LUMO (eV): 0.74
HOMO (eV): -6.9

3.
# C29H25N6O5Pt

A structure of composition C29H25N6O5Pt (ωB97M-V with the def2-TZVPD basis set, OMol25).

Geometry as XYZ:
```
66
Properties=species:S:1:pos:R:3:forces:R:3:mulliken_charge:R:1
Pt 0.927 0.307 1.309 0.9 0.1 0.0 1.068
C -2.459 -2.627 4.699 0.0 0.0 0.0 -0.496
C -2.488 -1.262 4.440 0.0 0.0 0.0 -0.780
C -1.408 -0.647 3.831 -0.1 0.1 0.0 -0.224
C -0.303 -1.418 3.519 0.4 0.4 -0.1 0.499
C -0.246 -2.774 3.776 0.0 -0.2 0.0 -0.361
C -1.345 -3.384 4.362 0.0 0.0 0.0 -0.685
N 0.866 -0.758 2.958 -0.1 -0.7 0.0 0.891
N 1.943 -1.054 3.524 0.0 0.7 -0.3 -0.788
C 3.057 -0.380 2.968 -0.7 -0.5 0.2 0.256
C 4.270 -0.523 3.587 0.4 0.0 0.0 -0.350
C 5.355 0.177 3.069 -0.1 -0.2 0.2 -0.401
C 5.153 0.971 1.961 -0.2 0.1 -0.3 -0.757
C 3.887 1.064 1.387 0.1 -0.2 0.1 0.047
N 2.846 0.393 1.883 0.3 0.4 0.2 0.072
H -3.307 -3.102 5.173 0.0 0.0 0.0 0.419
H -3.354 -0.674 4.711 0.0 0.0 0.0 0.439
H -1.412 0.411 3.610 0.0 0.0 0.0 0.434
H 0.637 -3.341 3.514 0.0 0.0 0.0 0.448
H -1.327 -4.446 4.559 0.0 0.0 0.0 0.405
H 4.341 -1.161 4.455 0.0 0.0 0.0 0.505
H 6.329 0.102 3.530 0.0 0.0 0.0 0.436
H 5.963 1.534 1.522 0.0 0.0 0.0 0.451
H 3.680 1.661 0.518 0.0 0.1 -0.1 0.354
O 1.790 1.460 -0.342 -0.4 -0.3 0.3 -0.532
C 1.604 2.413 -1.147 -0.1 0.0 0.0 -0.365
C 0.428 3.057 -1.542 0.3 0.0 -0.1 0.807
C 0.508 4.011 -2.585 0.1 0.0 0.0 -0.482
C -0.633 4.552 -3.074 0.0 0.1 0.0 -0.379
C -1.910 4.199 -2.555 0.0 -0.1 0.1 -0.564
C -2.015 3.311 -1.536 0.0 0.1 0.0 -0.749
C -0.838 2.699 -0.958 0.0 -0.2 0.0 0.221
O -0.884 1.876 -0.028 -0.5 0.2 0.0 -0.465
N -0.555 5.508 -4.175 0.0 -0.2 0.1 1.015
O -1.601 5.877 -4.668 -0.2 0.1 0.0 -0.624
O 0.545 5.863 -4.543 0.2 0.1 -0.1 -0.625
H 2.519 2.777 -1.633 0.0 0.0 -0.1 0.303
H 1.464 4.301 -3.005 0.0 0.0 0.0 0.524
H -2.786 4.659 -2.992 0.0 0.0 0.0 0.492
H -2.976 3.048 -1.113 0.0 0.0 0.0 0.506
C -2.051 -2.649 -2.810 0.0 0.0 0.1 -1.069
N -2.226 -1.673 -1.746 0.0 0.1 -0.2 -0.053
N -1.172 -1.346 -0.905 0.1 -0.1 -0.4 0.813
C -1.679 -0.769 0.215 -0.2 0.1 0.0 0.419
O -0.999 -0.265 1.147 -0.2 -0.1 0.2 -0.576
C -3.087 -0.853 0.129 0.0 0.0 -0.1 -1.208
C -3.377 -1.418 -1.084 0.0 0.0 0.0 0.875
C -4.694 -1.778 -1.678 0.0 0.0 0.0 -1.583
C 0.155 -1.247 -1.428 -0.2 0.0 0.0 -0.880
C 0.402 -0.471 -2.551 0.0 0.0 0.0 0.564
C 1.684 -0.437 -3.076 0.0 0.0 0.0 -0.923
C 2.709 -1.149 -2.462 0.0 0.1 0.0 -0.536
C 2.449 -1.914 -1.334 0.1 0.0 0.0 -0.770
C 1.164 -1.973 -0.817 0.0 -0.2 0.0 -0.087
H -1.032 -2.594 -3.182 0.0 0.0 0.0 0.393
H -2.728 -2.400 -3.623 0.0 0.0 0.0 0.362
H -2.252 -3.662 -2.458 0.0 0.0 0.0 0.343
H -3.778 -0.482 0.863 0.0 0.0 0.0 0.455
H -5.490 -1.280 -1.131 0.0 0.0 0.0 0.402
H -4.863 -2.855 -1.620 0.0 0.0 0.0 0.295
H -4.753 -1.482 -2.724 0.0 0.0 0.0 0.355
H -0.403 0.092 -3.007 0.0 0.0 0.0 0.546
H 1.883 0.153 -3.960 0.0 0.0 0.0 0.464
H 3.711 -1.110 -2.868 0.0 0.0 0.0 0.454
H 3.239 -2.491 -0.871 0.0 0.0 0.0 0.477
H 0.922 -2.624 0.014 0.0 0.1 0.0 0.500
```
Positions in Å, forces in eV/Å.

Results
Largest force on an atom (eV/Å): 0.892
Net charge: +1
E (Eh): -1943.8011
Energy relative to the best compared isomer or geometry (same formula, charge and spin) (kcal per mole): 40.0
Molar mass (g/mol): 732.63
LUMO (eV): -4.59
HOMO (eV): -10.2

4.
# C4H5NO3

An isolated molecule of C4H5NO3 in a non-equilibrium geometry (ωB97M-V with the def2-TZVPD basis set, OMol25).

Geometry as XYZ:
```
13
Properties=species:S:1:pos:R:3:forces:R:3:mulliken_charge:R:1
C -0.019 1.731 -0.144 0.1 0.1 -0.1 -1.117
N -1.198 -0.430 -0.699 -0.1 0.0 0.2 -0.031
C -1.416 -1.492 -0.002 -0.5 -1.1 0.4 0.632
C 0.896 -0.676 0.291 -0.6 0.8 0.7 0.858
C -0.050 0.248 -0.121 0.8 -0.1 -0.2 -0.252
O 0.634 -1.920 0.357 -0.4 0.2 -0.3 -0.705
O 2.071 -0.190 0.786 -0.1 -0.5 -0.4 -0.487
O -2.070 -2.268 0.554 0.9 0.7 -0.6 -0.305
H 2.558 -0.961 1.111 -0.1 0.1 0.0 0.323
H -1.416 -0.429 -1.699 0.1 -0.1 0.2 0.261
H -0.875 2.181 0.371 0.0 -0.1 0.0 0.272
H 0.886 2.071 0.362 0.0 0.0 -0.1 0.289
H -0.001 2.134 -1.166 0.0 0.0 0.1 0.263
```
Positions in Å, forces in eV/Å.

Results
Largest force on an atom (eV/Å): 1.281
Net charge: 0
E (Eh): -435.8327
Energy relative to the best compared isomer or geometry (same formula, charge and spin) (kcal per mole): 55.1
Molar mass (g/mol): 115.09
LUMO (eV): 0.20
HOMO (eV): -7.6

Repeat the first record exactly.
# C2H3N

The ion C2H3N with charge -1 in a non-equilibrium geometry (ωB97M-V with the def2-TZVPD basis set, OMol25).

Geometry as XYZ:
```
6
Properties=species:S:1:pos:R:3:forces:R:3:mulliken_charge:R:1
C -14.700 5.104 5.511 -0.9 0.6 1.5 -3.148
C -16.189 5.326 5.635 -1.5 -0.1 -0.9 -0.263
N -17.349 5.495 5.698 2.7 -0.4 0.0 0.053
H -14.182 6.032 5.273 -0.1 0.2 -0.4 0.773
H -14.297 4.251 4.965 -0.6 -0.1 -0.4 1.014
H -14.428 4.949 6.555 0.4 -0.3 0.3 0.570
```
Positions in Å, forces in eV/Å.

Results
Largest force on an atom (eV/Å): 2.767
Multiplicity: 2
Net charge: -1
E (Eh): -132.7004
Energy relative to the best compared isomer or geometry (same formula, charge and spin) (kcal per mole): 4.4
Molar mass (g/mol): 41.05
LUMO (alpha / beta) (eV): 5.11 / 5.05
Expectation value of S²: 0.750
HOMO (alpha / beta) (eV): 1.2 / -7.4